This record from the Open Molecules 2025 dataset describes a molecular structure, C40H51N3OsP2Si2 in a non-equilibrium geometry. The level of theory is ωB97M-V/def2-TZVPD.

## Properties
- ΔE to the lowest compared entry with this formula, charge and spin (kJ/mol) = 0.0
- HOMO energy (spin up / spin down) (eV) = -12.935 / -13.530
- LUMO energy (spin up / spin down) (Ha) = -0.1956 / -0.2458
- total charge = +2
- frontier orbital gap (spin up / spin down) (hartree) = 0.27977 / 0.25146
- multiplicity = 5
- calculated total energy (eV) = -83565.1596

Structure (XYZ):
```
99
Properties=species:S:1:pos:R:3:mulliken_spin:R:1
Os -0.622 -0.145 -0.657 2.822
C 4.062 0.631 -1.931 0.009
Si 2.918 -0.765 -1.539 -0.023
C 2.054 -1.353 -3.075 0.029
C 3.924 -2.130 -0.785 0.000
N 1.621 -0.211 -0.451 0.189
P 1.394 -0.592 1.095 0.078
C -0.270 0.033 1.273 0.524
P -0.492 1.830 1.209 -0.057
N -0.387 2.064 -0.349 0.324
Si -0.548 2.842 -1.883 0.001
C 1.092 3.387 -2.512 0.003
C -1.765 4.223 -1.861 0.009
C -1.158 1.469 -3.027 0.026
C 0.655 2.794 2.170 0.014
C 1.545 3.633 1.502 0.053
C 2.401 4.448 2.232 0.005
C 2.373 4.409 3.619 0.003
C 1.492 3.562 4.286 0.002
C 0.626 2.759 3.565 -0.004
C -2.108 2.152 1.901 -0.035
C -2.794 1.193 2.638 0.065
C -4.038 1.496 3.176 0.010
C -4.593 2.751 2.975 0.000
C -3.909 3.714 2.238 0.002
C -2.664 3.419 1.708 0.008
C 2.462 0.043 2.370 0.004
C 2.159 -0.193 3.716 0.008
C 2.995 0.297 4.703 0.006
C 4.121 1.037 4.354 0.002
C 4.403 1.302 3.023 0.001
C 3.572 0.807 2.026 0.015
C 1.391 -2.421 1.304 0.020
C 1.943 -3.071 2.410 -0.026
C 1.998 -4.459 2.479 0.001
C 1.526 -5.231 1.428 0.003
C 1.012 -4.601 0.298 0.044
C 0.956 -3.215 0.241 -0.042
H 4.741 0.302 -2.723 0.001
H 4.683 0.910 -1.077 0.001
H 3.549 1.527 -2.284 -0.002
H 2.715 -1.309 -3.944 0.002
H 1.179 -0.738 -3.309 -0.013
H 1.728 -2.392 -2.969 0.008
H 4.817 -2.278 -1.400 0.001
H 3.385 -3.079 -0.744 0.000
H 4.269 -1.890 0.226 0.000
H 1.618 4.045 -1.816 -0.001
H 0.968 3.932 -3.453 0.001
H 1.724 2.519 -2.707 0.000
H -1.360 5.084 -1.320 0.000
H -2.714 3.940 -1.397 0.000
H -1.975 4.552 -2.883 0.000
H -0.706 0.474 -2.805 0.040
H -0.842 1.649 -4.057 0.005
H -2.239 1.326 -3.019 0.010
H 1.565 3.643 0.420 -0.008
H 3.085 5.112 1.721 0.000
H 3.037 5.046 4.189 0.000
H 1.473 3.541 5.367 0.000
H -0.081 2.121 4.084 0.001
H -2.361 0.209 2.775 0.006
H -4.575 0.752 3.751 0.001
H -5.560 2.987 3.400 0.000
H -4.344 4.694 2.088 0.000
H -2.126 4.174 1.144 -0.003
H 1.269 -0.748 3.992 -0.003
H 2.770 0.109 5.745 0.000
H 4.775 1.417 5.128 0.000
H 5.268 1.896 2.759 0.000
H 3.779 1.026 0.985 0.004
H 2.356 -2.506 3.231 0.002
H 2.434 -4.933 3.348 0.000
H 1.598 -6.310 1.470 0.000
H 0.716 -5.189 -0.564 0.002
H 0.625 -2.756 -0.684 0.041
C -3.316 -4.220 1.939 0.001
N -2.711 -4.248 0.567 0.010
C -3.532 -5.006 -0.432 0.002
C -2.246 -2.900 0.085 0.249
C -3.242 -1.795 -0.144 -0.425
C -4.618 -1.880 0.005 -0.011
C -5.424 -0.761 -0.178 0.019
C -4.851 0.453 -0.506 -0.004
C -3.472 0.539 -0.659 -0.059
C -2.641 -0.575 -0.491 0.080
H -3.486 -5.246 2.253 0.000
H -4.250 -3.670 1.912 0.001
H -2.611 -3.730 2.605 0.000
H -1.837 -4.771 0.668 0.000
H -4.456 -4.472 -0.620 0.000
H -3.737 -5.992 -0.024 0.000
H -2.955 -5.087 -1.350 -0.001
H -1.696 -3.105 -0.833 -0.028
H -1.521 -2.574 0.832 -0.064
H -5.108 -2.810 0.264 0.000
H -6.496 -0.849 -0.056 0.001
H -5.466 1.335 -0.635 0.002
H -3.049 1.508 -0.895 0.041
```